C10H9Cl7CuF15MgO15S5 as an isolated structure. Source: the Open Molecules 2025 dataset; level of theory: ωB97M-V/def2-TZVPD.

Last column: Löwdin charge in e.
CARTESIAN COORDINATES (ANGSTROEM)
Cu 1.298 3.717 -0.344  0.47
Mg -1.874 0.655 1.512  0.58
C -2.529 2.223 -2.607  -0.65
F -3.846 2.097 -2.626  0.15
F -1.973 1.039 -2.829  0.15
F -2.055 3.059 -3.536  0.13
S -2.059 2.908 -0.894  0.61
O -2.271 1.694 -0.094  -0.34
O -0.628 3.234 -0.982  -0.32
O -2.952 4.007 -0.550  -0.26
C 2.404 -0.706 0.907  -0.65
F 3.447 -0.868 0.098  0.12
F 1.901 -1.863 1.317  0.14
F 2.808 -0.032 1.993  0.08
S 1.080 0.271 -0.008  0.58
O -0.112 0.197 0.830  -0.31
O 1.568 1.638 -0.219  -0.34
O 0.917 -0.415 -1.277  -0.28
C -0.303 -2.126 4.500  -0.67
F 0.047 -2.667 3.354  0.19
F -0.548 -3.072 5.383  0.18
F 0.683 -1.331 4.895  0.17
S -1.848 -1.096 4.305  0.64
O -1.523 -0.196 3.191  -0.25
O -2.918 -2.048 4.028  -0.08
O -2.189 -0.408 5.526  -0.13
C -0.221 3.727 4.245  -0.65
F 0.359 2.638 4.745  0.14
F -1.369 3.933 4.879  0.15
F 0.577 4.771 4.486  0.14
S -0.539 3.544 2.399  0.59
O -1.132 2.203 2.304  -0.34
O -1.418 4.625 2.045  -0.25
O 0.723 3.544 1.670  -0.31
C -4.572 -2.014 -0.823  -0.70
F -5.275 -0.912 -0.630  0.15
F -5.399 -3.031 -0.839  0.16
F -3.952 -1.887 -1.972  0.17
S -3.391 -2.234 0.625  0.59
O -2.517 -3.328 0.228  -0.27
O -2.758 -0.925 0.837  -0.32
O -4.244 -2.564 1.764  -0.25
Cl 0.341 -4.436 -3.748  0.51
C -0.004 -3.520 -2.246  -0.66
C 1.008 -3.706 -1.108  -0.67
Cl 0.914 -5.367 -0.525  0.56
H -0.969 -3.877 -1.896  0.04
H -0.116 -2.461 -2.469  0.05
H 0.618 -3.087 -0.305  0.04
H 2.015 -3.408 -1.382  0.07
Cl 2.675 1.651 -5.804  0.49
C 1.899 0.792 -4.388  -0.60
C 2.016 -0.692 -4.577  -0.67
Cl 1.053 -1.323 -5.934  0.53
H 0.882 1.173 -4.411  0.06
H 2.370 1.154 -3.479  0.05
H 1.812 -1.273 -3.679  0.05
H 3.053 -0.937 -4.810  0.06
C 5.786 1.348 -0.230  -1.55
Cl 7.344 2.235 -0.303  0.49
Cl 4.695 1.890 -1.473  0.59
Cl 5.106 1.513 1.369  0.61
H 6.103 0.332 -0.433  0.01

Computed properties:
charge: -1
strongest force on any atom: 3.1 eV Å⁻¹
2S+1: 2
orbital gap (spin up / spin down): 8.954 / 3.730 eV
lowest unoccupied orbital energy (spin up / spin down): 1.44 / -3.79 eV
E_tot: -10066.15743 Eh
HOMO (spin up / spin down): -7.52 / -7.52 eV

***

C4H8IP as an isolated structure. Source: the Open Molecules 2025 dataset; level of theory: ωB97M-V/def2-TZVPD.

Last column: Löwdin charge in e.
CARTESIAN COORDINATES (ANGSTROEM)
C -0.556 -0.434 0.170  -0.29
C 0.820 -1.044 0.043  -0.36
C -0.465 0.970 0.723  -0.56
C 1.702 0.019 -0.468  -0.79
P 0.679 2.098 -0.131  0.91
I 3.831 0.023 0.060  0.64
H -0.804 -0.342 -0.896  0.10
H -1.449 -1.001 0.685  0.15
H 1.312 -1.383 0.982  0.10
H 0.831 -1.881 -0.575  0.09
H -1.408 1.456 0.475  0.05
H -0.375 0.905 1.821  0.08
H 1.625 -0.016 -1.506  -0.02
H 0.096 1.735 -1.362  -0.10

Computed properties:
charge: 0
strongest force on any atom: 4.2 eV Å⁻¹
orbital gap: 8.906 eV
energy relative to the best compared isomer or geometry (same formula, charge and spin): 1.043 eV
lowest unoccupied orbital energy: 0.24 eV
E_tot: -796.17530 Eh
HOMO: -8.67 eV

***

One molecule with the formula C18H26O3. Source: the Open Molecules 2025 dataset; level of theory: ωB97M-V/def2-TZVPD.

Last column: Löwdin charge in e.
CARTESIAN COORDINATES (ANGSTROEM)
C -3.266 -3.954 -0.968  -0.11
C -2.450 -3.233 0.099  -0.26
C -2.503 -1.709 -0.022  -0.21
C -3.876 -1.132 0.318  -0.17
H -4.133 -1.391 1.348  0.13
H -4.617 -1.591 -0.336  0.10
C -3.966 0.389 0.149  -0.31
C -3.087 1.130 1.167  -0.13
H -3.358 2.191 1.178  0.13
H -3.210 0.709 2.167  0.14
O -1.695 1.030 0.886  -0.03
C -1.210 1.859 -0.056  -0.49
O -1.886 2.683 -0.628  0.10
C 0.223 1.667 -0.307  0.02
C 0.968 0.737 0.305  -0.02
C 2.379 0.486 0.110  -0.22
C 2.992 -0.536 0.837  -0.03
C 4.336 -0.823 0.701  -0.02
C 5.116 -0.081 -0.182  -0.27
C 4.515 0.946 -0.918  0.01
C 3.177 1.222 -0.775  -0.02
H 2.741 2.020 -1.354  0.11
H 5.132 1.511 -1.598  0.12
O 6.442 -0.267 -0.399  -0.08
C 7.111 -1.282 0.312  -0.09
H 8.146 -1.241 -0.022  0.09
H 6.697 -2.270 0.086  0.10
H 7.072 -1.108 1.392  0.10
H 4.765 -1.622 1.285  0.10
H 2.400 -1.121 1.527  0.11
H 0.481 0.096 1.029  0.12
H 0.626 2.346 -1.043  0.11
C -5.414 0.879 0.295  -0.22
C -6.312 0.473 -0.868  -0.10
H -5.889 0.817 -1.809  0.08
H -7.296 0.921 -0.752  0.07
H -6.439 -0.605 -0.921  0.06
H -5.830 0.498 1.231  0.12
H -5.408 1.969 0.354  0.11
H -3.610 0.660 -0.850  0.15
H -2.231 -1.419 -1.040  0.12
H -1.759 -1.282 0.651  0.10
H -2.805 -3.529 1.089  0.11
H -1.408 -3.550 0.013  0.10
H -2.956 -3.638 -1.962  0.07
H -4.328 -3.750 -0.858  0.06
H -3.121 -5.030 -0.891  0.07

Computed properties:
charge: 0
structure (SMILES): CCCC[C@@H](CC)COC(=O)/C=C/c1ccc(OC)cc1
strongest force on any atom: 0.7 eV Å⁻¹
orbital gap: 8.512 eV
energy relative to the best compared isomer or geometry (same formula, charge and spin): 0.079 eV
lowest unoccupied orbital energy: 0.21 eV
E_tot: -927.19682 Eh
HOMO: -8.30 eV

***

Which of these has the highest E_tot? C4H8IP

***

Which value of charge does entry 2 give? 0

***

Which of these has the lowest E_tot? C10H9Cl7CuF15MgO15S5